ORCA calculation (wB97M-V/def2-TZVPD) on C35H34ClFeNOSi2 as an isolated structure in a non-equilibrium geometry.

```
! RIJCOSX wB97M-V def2-TZVPD def2/J DEFGRID3
* xyz 0 5
C 0.512 3.141 1.377
C 1.587 2.249 1.712
C 2.737 2.618 0.942
H 1.526 1.424 2.414
C 2.357 3.703 0.069
C 0.960 3.986 0.321
H 0.326 4.714 -0.190
H -0.476 3.110 1.845
H 3.739 2.212 1.029
H 3.025 4.261 -0.574
Fe 1.260 1.880 -0.577
Si -2.891 -0.618 0.591
C -1.948 -1.696 1.807
C -2.576 -2.894 2.206
H -3.559 -3.151 1.801
C -1.965 -3.747 3.127
H -2.491 -4.656 3.424
C -0.711 -3.436 3.669
H -0.235 -4.109 4.381
C -0.078 -2.249 3.300
H 0.897 -1.977 3.707
C -0.684 -1.384 2.383
H -0.175 -0.447 2.099
C 1.772 0.135 -1.414
C 3.006 -0.144 -0.738
H 2.986 -0.646 0.232
C 4.210 0.317 -1.238
H 5.138 -0.087 -0.810
C 4.280 1.251 -2.273
H 5.266 1.511 -2.685
C 3.101 1.743 -2.831
H 3.114 2.534 -3.582
C 1.862 1.186 -2.487
H 0.978 1.358 -3.120
H -2.546 0.786 0.864
Si 0.332 -1.004 -1.529
C 0.751 -1.585 -3.337
C 1.671 -2.643 -3.342
H 1.819 -3.250 -2.444
C 2.499 -2.882 -4.438
H 3.252 -3.663 -4.364
C 2.366 -2.116 -5.590
H 3.018 -2.309 -6.453
C 1.387 -1.118 -5.641
H 1.295 -0.516 -6.549
C 0.567 -0.850 -4.528
H -0.135 -0.011 -4.584
C 0.106 -2.710 -0.721
C 1.168 -3.137 0.082
H 2.015 -2.467 0.251
C 1.142 -4.385 0.719
H 1.917 -4.633 1.453
C 0.082 -5.266 0.492
H 0.038 -6.207 1.047
C -0.935 -4.918 -0.409
H -1.773 -5.612 -0.541
C -0.886 -3.675 -1.058
H -1.640 -3.452 -1.818
H -4.313 -0.740 0.505
Cl -1.782 -0.367 -1.568
O -1.859 2.678 4.107
C -2.879 2.131 3.308
C -3.278 3.214 2.350
C -4.088 4.288 2.760
C -4.193 5.399 1.915
C -3.498 5.392 0.700
C -2.772 4.240 0.362
N -2.713 3.167 1.154
H -1.718 2.093 4.867
H -3.749 1.861 3.905
H -2.492 1.264 2.765
H -4.547 4.214 3.746
H -4.781 6.272 2.214
H -3.501 6.233 0.007
H -2.200 4.194 -0.575
*
```

Results
* HOMO-LUMO gap (alpha / beta): 4.93 / 6.45 eV
* LUMO energy (alpha / beta): 0.0 / -0.1 eV
* ΔE to the lowest compared entry with this formula, charge and spin: 95.2 kJ/mol

Results of the Löwdin charge analysis, in e, for atoms 1 through 2: atom 1 (C): -0.13, atom 2 (C): -0.16

ORCA calculation (wB97M-V/def2-TZVPD) on a 2-piece molecular cluster, FH3OP2 overall in a non-equilibrium geometry.

```
! RIJCOSX wB97M-V def2-TZVPD def2/J DEFGRID3
* xyz 0 1
O -0.376 -1.586 -0.254
F 2.725 -1.197 0.246
P 1.871 1.318 0.594
P 3.115 0.210 -0.518
H -0.824 -2.436 -0.172
H 0.575 -1.716 -0.402
H 2.239 2.497 -0.052
*
```

Results
* HOMO-LUMO gap: 8.86 eV
* LUMO energy: -0.9 eV
* ΔE to the lowest compared entry with this formula, charge and spin: 99.5 kJ/mol

Results of the natural (NBO) charge analysis, in e, for atoms 1 through 2: atom 1 (O): -0.96, atom 2 (F): -0.61